{
  "formula": "C3H4O4V",
  "method": "the ωB97M-V functional and the def2-TZVPD basis",
  "species": ["O", "C", "C", "O", "O", "C", "H", "H", "H", "V", "O", "H"],
  "xyz": [[-0.742346, 1.458247, 1.332265], [1.184908, -0.535521, -0.811862], [-1.192360, 0.161305, 0.909321], [2.117630, -1.359604, -0.485777], [-0.019490, -0.950155, -0.928735], [-1.178855, -0.044796, -0.580725], [-2.238206, 0.077009, 1.245835], [-0.588144, -0.598359, 1.453415], [-2.011381, -0.728377, -0.810816], [3.291901, 0.097323, -0.756100], [1.557667, 0.652662, -1.152338], [-0.181326, 1.770266, 0.585513]],
  "forces_ev_per_a": [[1.0, 0.4, -0.6], [-4.0, -1.6, -0.8], [-0.2, -0.3, -0.2], [0.4, -0.6, 0.2], [1.7, -0.5, 0.9], [-0.7, 0.3, 0.2], [0.3, 0.0, 0.0], [-0.2, 0.1, -0.1], [0.3, 0.3, -0.2], [1.5, 0.7, 0.0], [0.6, 1.2, 0.2], [-0.8, -0.2, 0.6]],
  "mulliken_spin": [-0.002, -0.040, 0.002, 0.011, -0.009, -0.059, 0.000, -0.002, 0.003, 3.121, -0.028, 0.003],
  "energy_ev": -37047.845,
  "s_squared": 3.794,
  "spin_multiplicity": 4,
  "e_homo_ev": [-5.7307, -6.0719],
  "e_lumo_ha": [-0.089, -0.091],
  "orbital_gap_ev": [3.3, 3.6]
}

{
  "formula": "C2H2N4O4",
  "method": "the ωB97M-V functional and the def2-TZVPD basis",
  "species": ["N", "C", "N", "C", "O", "N", "O", "N", "O", "O", "H", "H"],
  "xyz": [[-1.227178, 1.207377, -2.150057], [-1.042403, 0.701814, -1.141288], [-0.790698, 0.110917, 0.026165], [0.545991, -0.271503, 0.383388], [0.826842, -0.814059, 1.417345], [1.446331, 0.042775, -0.559472], [2.778037, -0.285310, -0.320468], [-1.939442, -0.113239, 0.891560], [-2.957323, 0.273268, 0.415885], [-1.730039, -0.632445, 1.927333], [1.305313, 0.489794, -1.451025], [2.784569, -0.709389, 0.560635]],
  "forces_ev_per_a": [[0.0, 0.4, -0.8], [-0.3, -0.1, 0.4], [0.3, -0.1, 0.2], [0.1, 0.0, 0.0], [0.2, -0.1, 0.2], [0.3, -0.1, 0.0], [-0.1, 0.0, 0.0], [0.4, 0.1, -0.4], [-0.8, 0.3, -0.4], [0.1, -0.4, 0.8], [0.0, 0.0, 0.1], [-0.3, 0.1, -0.2]],
  "mulliken_charge": [-0.427, 0.487, -0.036, 0.498, -0.586, -0.051, -0.406, 1.053, -0.575, -0.534, 0.222, 0.355],
  "energy_ev": -16250.770,
  "smiles": "N#CN(C(=O)NO)[N+](=O)[O-]",
  "e_homo_ev": -10.4596,
  "e_lumo_ha": -0.013,
  "orbital_gap_ev": 10.1
}

{
  "formula": "C6H12NO",
  "method": "the ωB97M-V functional and the def2-TZVPD basis",
  "species": ["O", "C", "C", "C", "C", "C", "C", "N", "H", "H", "H", "H", "H", "H", "H", "H", "H", "H", "H", "H"],
  "xyz": [[2.251642, -0.483500, 0.068085], [1.439853, -1.201750, 0.579603], [0.086175, -0.653364, 0.900413], [-0.307959, 0.613564, 0.394530], [-1.609475, 0.230581, -0.271511], [-2.839857, 0.474913, 0.184783], [-4.043011, 0.340076, -0.671832], [5.292571, 0.236013, -0.587338], [1.677282, -2.234286, 0.844783], [-0.623617, -1.236982, 1.473268], [-0.369010, 1.373098, 1.185417], [0.400920, 0.970118, -0.350438], [-1.469714, -0.292837, -1.208142], [-2.988162, 0.809308, 1.205236], [-3.835523, -0.200444, -1.592993], [-4.860535, -0.149471, -0.143844], [-4.387068, 1.346748, -0.924095], [4.513624, -0.264686, -0.185866], [5.905964, -0.422063, -1.044149], [5.765894, 0.744963, 0.144083]],
  "forces_ev_per_a": [[-0.2, 0.3, 0.0], [0.4, -0.8, -0.4], [-0.5, 0.0, -0.2], [0.5, 0.8, 0.3], [0.3, -0.6, -0.4], [-0.4, -0.2, 0.1], [0.0, -0.1, 0.0], [-0.4, 0.2, -0.2], [-0.1, -0.1, 0.2], [0.1, 0.0, 0.5], [-0.5, 0.0, -0.1], [0.3, 0.1, 0.2], [-0.1, 0.3, -0.2], [0.0, 0.3, 0.0], [0.0, 0.1, 0.0], [0.0, 0.0, 0.1], [-0.1, 0.0, 0.0], [0.1, 0.0, 0.0], [0.2, 0.0, 0.2], [0.2, -0.1, 0.0]],
  "mulliken_charge": [-0.370, -0.136, 0.033, -0.301, -0.549, 0.214, -1.180, -0.642, 0.428, 0.437, 0.396, 0.298, 0.313, 0.355, 0.344, 0.351, 0.328, 0.229, 0.228, 0.224],
  "energy_ev": -9943.279,
  "total_charge": 1,
  "e_homo_ev": -12.0165,
  "e_lumo_ha": -0.293,
  "orbital_gap_ev": 4.1
}

{
  "formula": "C4H11N4",
  "method": "the ωB97M-V functional and the def2-TZVPD basis",
  "species": ["C", "C", "C", "C", "N", "N", "N", "N", "H", "H", "H", "H", "H", "H", "H", "H", "H", "H", "H"],
  "xyz": [[0.967676, 1.236369, -0.500427], [-0.492602, 1.735258, -0.532848], [1.862966, -1.110299, -0.105607], [-2.601571, 0.605186, -0.068723], [1.948637, 1.969849, -0.633724], [0.845521, -0.182401, -0.409226], [-1.306498, 0.599664, -0.267129], [-0.510627, -0.419181, -0.249366], [-0.662350, 2.488905, 0.274628], [-0.771185, 2.216534, -1.470539], [2.744349, -0.724011, -0.590991], [2.172740, -1.111716, 0.938215], [1.763768, -2.110186, -0.624781], [-3.271363, -0.219629, 0.067850], [0.043294, -0.660456, -2.991129], [-3.091929, 1.622623, -0.336121], [2.856324, 1.491156, -0.382238], [-0.925994, -1.408687, 0.000723], [0.571142, -1.010373, -2.569422]],
  "forces_ev_per_a": [[-1.8, -1.9, -0.4], [1.0, 2.8, 0.4], [1.1, -1.1, -0.4], [0.0, 3.3, -1.5], [2.3, 0.2, 1.1], [-0.6, 2.8, -0.2], [-2.1, -0.6, 0.4], [-1.4, -6.0, 1.4], [0.3, -0.6, -0.6], [0.1, -0.2, -0.1], [0.4, 0.3, -0.4], [-0.5, -0.7, 0.3], [-0.4, 1.0, 1.0], [0.5, -0.7, 0.2], [0.4, -0.4, 0.2], [1.0, -1.9, 0.8], [-1.1, 0.7, -0.8], [1.5, 2.8, -0.7], [-0.5, 0.3, -0.6]],
  "mulliken_charge": [0.189, -0.537, -1.011, -0.154, -0.566, 0.145, 0.312, -0.320, 0.395, 0.334, 0.357, 0.386, 0.354, 0.283, 0.147, 0.258, 0.267, 0.295, -0.134],
  "energy_ev": -10275.030,
  "total_charge": 1,
  "e_homo_ev": [-12.6408, -12.6404],
  "e_lumo_ha": [-0.166, -0.166],
  "orbital_gap_ev": [8.1, 8.1]
}

F_max, record by record: 0.085, 0.018, 0.019, 0.124 Eh/bohr
Relative energy (zero: lowest compared OMol25 entry of this formula, charge and spin), record by record: 264.4, 93.6, 369.2, 594.3 kJ/mol